ORCA calculation (ωB97M-V with the def2-TZVPD basis set) on a molecular structure, C18H33F5N3NbO5P at a distorted geometry.

Properties
Charge   -1
HOMO level   -4.53 eV
Frontier orbital gap   0.2452 Eh

Geometry (Å):
C  -1.21877  -4.84877  -1.40814
O  -1.80696  -3.62806  -1.04359
C  -0.91991  -2.80648  -0.26023
Nb  0.18196  -1.27538  -1.55127
C  2.01558  -2.65009  -1.52885
C  3.28866  -2.17427  -0.86880
O  4.23574  -2.90770  -0.61551
O  3.36551  -0.82337  -0.58309
P  -0.28347  -2.02739  -3.95175
O  0.99768  -2.43494  -4.90028
O  -1.15891  -1.06442  -4.94128
C  -1.72169  0.12830  -1.59587
F  -2.91358  -0.61356  -1.75613
F  -1.84688  0.69561  -0.31526
C  -1.86604  1.33524  -2.58413
F  -2.14985  2.50594  -1.96494
F  -2.83443  1.14475  -3.49484
F  -0.72113  1.54890  -3.27586
H  -1.07494  -5.49214  -0.52691
H  -1.87647  -5.35801  -2.12131
H  -0.24029  -4.69777  -1.89393
H  -1.57622  -2.18160  0.36035
H  -0.33249  -3.41651  0.43845
H  1.36430  -0.04523  -2.21372
H  0.66928  -0.49083  0.00049
H  1.77450  -3.59636  -1.02563
H  2.32347  -2.90381  -2.55379
H  3.06886  -0.65972  0.32541
H  0.97082  -3.37639  -5.10661
H  -0.63508  -0.29118  -5.19179
C  -5.96710  0.29268  1.03180
C  -5.27617  -0.42286  -0.12214
C  -4.89669  -1.86908  0.21240
C  -3.95996  -1.93593  1.32588
N  -3.11919  -1.90884  2.11656
H  -5.30855  0.35916  1.89888
H  -6.24519  1.30736  0.74608
H  -6.87618  -0.23143  1.33678
H  -4.37248  0.11424  -0.41023
H  -5.93073  -0.43798  -0.99558
H  -4.40930  -2.34617  -0.64032
H  -5.78279  -2.45527  0.46843
C  4.67646  3.48546  1.21041
C  5.94240  2.79040  0.72423
C  5.70125  1.32955  0.32948
C  5.20605  0.53082  1.44000
N  4.78594  -0.08812  2.32022
H  4.28309  3.00118  2.10456
H  4.88032  4.53045  1.45035
H  3.89330  3.45262  0.45294
H  6.71059  2.83098  1.50000
H  6.34243  3.31320  -0.14700
H  6.61988  0.86493  -0.03182
H  4.95806  1.25471  -0.46754
C  0.34769  3.14176  4.51133
C  -0.52439  3.55737  3.33312
C  -0.66761  2.44958  2.28395
C  0.61783  2.06498  1.71751
N  1.63246  1.73234  1.28125
H  1.36290  2.91225  4.18539
H  0.40533  3.93938  5.25287
H  -0.05432  2.25384  5.00219
H  -0.10552  4.44644  2.85771
H  -1.52243  3.82515  3.68568
H  -1.31014  2.76383  1.46022
H  -1.11650  1.55626  2.72325

---

ORCA calculation (ωB97M-V with the def2-TZVPD basis set) on a molecular structure, C18H33F5N4OPdSb.

Properties
Charge   +3
HOMO level   -17.88 eV
Frontier orbital gap   0.2907 Eh

Geometry (Å):
Pd  -0.72508  0.35249  1.13619
N  -1.22975  -1.65945  0.95379
C  -2.03860  -2.05958  2.15614
C  -2.82784  -0.84065  2.57199
N  -1.86235  0.28404  2.79718
C  -2.57408  1.60757  2.85906
C  -1.55935  2.70189  2.62490
N  -0.89494  2.40858  1.31890
C  -1.08699  0.07428  4.08879
C  0.35206  -0.41508  3.99450
N  1.17818  0.44560  3.14373
H  -1.86011  -1.64180  0.15088
H  -0.54505  -2.38286  0.74975
H  -1.35233  -2.37054  2.93951
H  -2.68821  -2.90324  1.92578
H  -3.41737  -1.02133  3.47267
H  -3.51020  -0.53928  1.77543
H  -3.08221  1.71424  3.81943
H  -3.33152  1.61634  2.07382
H  -0.78980  2.70618  3.39375
H  -2.02851  3.68543  2.61916
H  -0.03263  2.94035  1.21886
H  -1.50533  2.71791  0.56249
H  -1.66020  -0.62770  4.69595
H  -1.09652  1.02018  4.62757
H  0.40272  -1.43174  3.60237
H  0.70457  -0.46757  5.02918
H  2.12598  0.08420  3.10988
H  1.28328  1.36420  3.56723
F  -1.92566  3.76409  -4.43954
C  -1.34185  3.00026  -3.55202
C  -2.06386  1.99873  -2.91297
F  -3.33947  1.81326  -3.18294
C  -1.43665  1.19351  -1.97654
F  -2.15619  0.25515  -1.33110
C  -0.09476  1.36099  -1.66549
O  0.55708  0.58719  -0.69680
C  0.60714  2.38264  -2.29292
F  1.89098  2.56176  -1.98436
C  -0.00017  3.19580  -3.23674
F  0.68873  4.14409  -3.82742
C  2.37668  0.00362  -4.24555
C  3.01896  -0.12589  -2.86696
Sb  1.72719  -0.93330  -1.39080
C  2.79095  -1.51095  0.34113
C  3.77939  -2.60955  -0.07348
C  0.64157  -2.53238  -2.29976
C  -0.62274  -2.20913  -3.08663
H  3.13610  0.34887  -4.94698
H  1.56251  0.72693  -4.25976
H  2.00575  -0.95022  -4.62156
H  3.41973  0.80898  -2.47789
H  3.83373  -0.85757  -2.86738
H  2.08104  -1.84568  1.09757
H  3.29101  -0.61129  0.69989
H  3.28956  -3.47004  -0.53278
H  4.29347  -2.97407  0.81547
H  4.54381  -2.23390  -0.75330
H  0.50129  -3.30525  -1.54308
H  1.43239  -2.88650  -2.97095
H  -1.42408  -1.82790  -2.46165
H  -0.97686  -3.13093  -3.54861
H  -0.43459  -1.49396  -3.88699

---

ORCA calculation (ωB97M-V with the def2-TZVPD basis set) on 7 unconnected molecules or ions with the total composition C18H33F6N3O9P at a distorted geometry.

Properties
HOMO level (alpha / beta)   -9.34 / -9.34 eV
Frontier orbital gap (alpha / beta)   0.2995 / 0.1107 Eh
Expectation value of S²   0.75
2S+1   2

Geometry (Å):
P  0.48083  -0.31560  0.20520
F  0.15495  0.69296  -1.04917
F  -1.04455  -0.75170  0.31322
F  0.67029  -1.63360  -0.72416
F  0.70984  -1.16545  1.53312
F  2.10067  0.10902  0.11637
F  0.36004  0.94278  1.19462
O  2.90981  4.19458  4.24248
C  2.63276  3.36115  3.39767
N  1.53469  2.57003  3.67178
C  3.37676  3.36747  2.00547
H  1.21882  2.00112  2.89933
H  1.22963  2.64993  4.63128
H  3.15032  4.26589  1.43130
H  3.10420  2.45166  1.48099
H  4.41000  3.44465  2.34398
O  -1.16546  5.12503  -1.36093
C  -0.62286  4.06584  -1.09603
N  -1.23936  2.94831  -1.38956
C  0.81320  4.03437  -0.57391
H  -2.20991  3.16441  -1.56691
H  -0.83230  2.05907  -1.13728
H  0.89385  3.57619  0.41182
H  1.46372  4.90867  -0.59662
H  1.16253  3.15253  -1.11096
O  6.33799  -2.84478  -1.92582
C  5.68327  -2.77167  -0.88583
N  5.88363  -3.72357  0.02099
C  4.78369  -1.61110  -0.55891
H  6.46068  -4.50152  -0.26522
H  5.70067  -3.52682  0.99460
H  3.90194  -1.76958  0.06198
H  4.44832  -1.00307  -1.39911
H  5.56646  -0.98797  -0.12636
O  -2.70418  -2.05309  -5.65357
C  -1.79147  -2.02221  -4.78488
O  -1.56229  -3.20210  -4.05116
C  -0.26487  -3.16709  -3.41954
C  0.32178  -1.86536  -3.96822
C  -0.74512  -0.94011  -4.46269
H  0.25476  -4.08872  -3.68160
H  -0.25467  -3.05107  -2.33577
H  1.23309  -1.99593  -4.55179
H  0.84120  -1.23691  -3.24479
H  -0.43960  -0.47218  -5.39853
H  -1.20524  -0.23096  -3.77456
O  -1.88448  -6.25159  0.42848
C  -2.47580  -5.18659  0.31210
O  -3.64248  -5.20352  -0.25412
C  -4.23596  -3.96409  -0.04157
C  -3.11277  -2.97004  0.22210
C  -1.99043  -3.81550  0.82512
H  -4.95591  -4.07508  0.76926
H  -4.84448  -3.56226  -0.85172
H  -3.59664  -2.30232  0.93492
H  -2.90519  -2.30223  -0.61399
H  -1.89995  -3.80143  1.91127
H  -0.96285  -3.54602  0.58109
O  -1.75160  5.26409  1.64649
C  -2.19289  4.17535  2.04868
O  -3.36087  4.16477  2.68588
C  -3.58059  2.91125  3.25747
C  -2.78829  1.91789  2.37135
C  -1.62695  2.75928  2.03162
H  -4.66413  2.79998  3.21666
H  -3.40342  2.82691  4.32965
H  -3.35242  1.48957  1.54287
H  -2.37404  1.09105  2.94826
H  -1.23752  2.67376  1.01717
H  -0.87285  2.75328  2.81863

---

ORCA calculation (ωB97M-V with the def2-TZVPD basis set) on a molecular structure, C18H33IrN3O7P2Sb at a distorted geometry.

Properties
Charge   +2
HOMO level (alpha / beta)   -12.54 / -14.79 eV
Frontier orbital gap (alpha / beta)   0.2427 / 0.2304 Eh
Expectation value of S²   6.03
2S+1   5

Geometry (Å):
Ir  0.31555  -0.24213  0.48247
N  3.64921  -0.29682  3.42082
C  3.08170  -1.40021  2.52402
C  3.84918  -2.69430  2.76640
P  1.34052  -1.59077  2.99861
O  1.52009  -1.36590  4.61622
O  0.65349  -2.85649  2.62402
O  0.70733  -0.23721  2.53092
P  3.36658  -0.91008  0.77634
O  4.24533  -2.04113  0.07927
O  4.15731  0.33841  0.91372
O  2.04596  -1.03697  -0.14437
H  4.53648  -0.61077  3.83899
H  2.99534  -0.03295  4.15570
H  3.88779  0.54322  2.88307
H  3.78869  -3.02202  3.81625
H  4.87660  -2.56361  2.46552
H  3.43341  -3.49738  2.16396
H  0.61750  -1.17028  5.00209
H  4.30686  -2.06256  -0.89333
O  -0.04001  0.22302  -1.58107
C  0.21831  1.31291  -2.13272
C  1.61146  1.54759  -2.59670
C  1.67343  0.95589  -4.01447
C  0.64902  1.73560  -4.90739
C  -0.81608  1.26007  -4.65761
C  -1.63413  2.01998  -3.57807
N  -0.73351  2.28851  -2.42993
H  2.28099  1.00450  -1.86302
H  1.91247  2.64398  -2.66365
H  1.44731  -0.08004  -4.02465
H  2.62959  1.08506  -4.52442
H  0.91901  1.53969  -5.94644
H  0.73078  2.81879  -4.71196
H  -0.89238  0.15496  -4.57107
H  -1.34720  1.49436  -5.60686
H  -2.50634  1.49969  -3.13454
H  -1.97074  2.99919  -3.97659
H  -0.40138  3.24786  -2.36778
N  -1.24243  0.56326  1.06374
C  -2.20884  1.18533  1.35912
C  -2.99417  2.34358  1.65563
C  -2.94090  2.82422  2.94666
C  -3.60730  3.98473  3.28098
C  -4.18205  4.75370  2.27590
C  -4.28130  4.23373  0.95941
C  -3.65337  3.06592  0.65688
H  -2.35476  2.29461  3.67922
H  -3.60546  4.33042  4.31656
H  -4.69371  5.67544  2.59233
H  -4.90604  4.66702  0.18296
H  -3.52964  2.76597  -0.35655
C  -2.13316  -2.76261  -1.58864
Sb  -0.81923  -2.67263  0.16992
C  -2.04393  -3.41965  1.72255
C  0.28926  -4.30786  -0.64681
H  -3.03370  -3.27638  -1.20857
H  -1.66288  -3.26558  -2.45061
H  -2.34800  -1.72571  -1.86003
H  -2.87524  -4.01456  1.36449
H  -2.39525  -2.59667  2.37255
H  -1.36829  -4.04749  2.32097
H  0.31081  -4.14566  -1.74160
H  -0.16327  -5.23296  -0.38101
H  1.33731  -4.22185  -0.41780

---

ORCA calculation (ωB97M-V with the def2-TZVPD basis set) on 3 unconnected molecules or ions with the total composition C18H33N2O9PS3 at a distorted geometry.

Properties
SMILES   CCOP(=O)(CCc1cccc2nsnc12)OCC.CCOS(C)(=O)=O.CCOS(C)(=O)=O
HOMO level   -8.64 eV
Frontier orbital gap   0.2652 Eh

Geometry (Å):
C  -3.04171  -3.79044  3.43108
C  -2.04946  -2.54388  3.74327
O  -1.34926  -2.24836  2.50337
P  -1.80865  -0.74392  1.84646
O  -3.35096  -0.60335  1.99952
C  -1.03572  0.59596  2.92224
C  0.59370  0.48317  3.04698
C  1.07711  1.97800  3.47242
C  0.86678  2.38620  4.95756
C  1.26953  3.83789  5.43005
C  1.84686  4.81893  4.38477
C  2.06862  4.36573  2.89970
N  2.62535  5.08967  1.76891
S  2.58621  4.04476  0.39825
N  1.88883  2.58716  0.98759
C  1.68377  2.92847  2.37642
O  -1.47314  -0.61377  0.18401
C  -1.05486  0.72947  -0.20329
C  -2.19525  1.85212  -0.09279
H  -3.79079  -3.41296  2.63771
H  -3.59070  -4.16509  4.36424
H  -2.41326  -4.59999  2.91557
H  -1.28613  -2.90018  4.54112
H  -2.59823  -1.65599  4.20822
H  -1.44678  0.54751  4.00486
H  -1.24974  1.67193  2.57139
H  0.91957  -0.19340  3.91909
H  1.08342  0.20298  2.04884
H  0.41057  1.59641  5.66518
H  1.10654  4.12227  6.52538
H  2.10410  5.87531  4.73065
H  -0.07745  0.99546  0.33588
H  -0.77529  0.66434  -1.33687
H  -1.68374  2.86306  -0.34755
H  -3.05202  1.73685  -0.83827
H  -2.64138  1.98225  0.95269
C  -3.05239  0.45630  -6.48752
C  -1.70941  0.67893  -7.15933
O  -0.95972  1.71056  -6.51585
S  -0.29166  1.38798  -5.07716
C  0.71363  2.84251  -4.95707
O  0.57009  0.24120  -5.20940
O  -1.30897  1.46510  -4.06335
H  -2.92794  0.07203  -5.47334
H  -3.65096  -0.26622  -7.04684
H  -3.60522  1.39602  -6.41148
H  -1.12969  -0.24732  -7.20250
H  -1.87622  1.00314  -8.18980
H  1.47020  2.82119  -5.74011
H  1.18834  2.83524  -3.97528
H  0.07545  3.72074  -5.05229
C  0.22061  -3.15513  -0.10794
C  1.17125  -4.21552  -0.63089
O  2.44769  -3.66396  -0.96015
S  3.43382  -3.24070  0.25098
C  4.88649  -2.95713  -0.72367
O  3.65719  -4.38817  1.09308
O  3.00085  -1.97675  0.78606
H  0.56744  -2.75089  0.84465
H  -0.77712  -3.57030  0.04980
H  0.15319  -2.31949  -0.80816
H  1.27979  -5.03735  0.08256
H  0.76108  -4.63970  -1.55108
H  5.21046  -3.89784  -1.16645
H  5.65895  -2.56866  -0.05915
H  4.65629  -2.22036  -1.49295

---

ORCA calculation (ωB97M-V with the def2-TZVPD basis set) on a molecular structure, C18H33N5O2S at a distorted geometry.

Properties
HOMO level   -8.24 eV
Frontier orbital gap   0.2983 Eh

Geometry (Å):
C  -0.78213  -0.65282  0.59556
C  0.02457  0.49315  -0.08418
C  -0.85545  1.78565  -0.14372
C  -1.50196  1.95978  -1.52278
N  -2.46185  3.07540  -1.62735
C  -3.48724  3.02841  -0.66709
C  -4.35375  1.85471  -0.72603
C  -5.37095  1.64446  0.12707
N  -6.19631  0.47459  -0.03787
C  -5.50143  -0.76222  0.37333
C  -5.74576  -1.91306  -0.62031
C  -5.58971  2.62735  1.14654
N  -6.51891  2.59203  2.07462
S  -6.32131  3.90488  3.00968
N  -5.06687  4.58511  2.23268
C  -4.73781  3.80889  1.22697
C  -3.68615  3.96144  0.27975
H  -0.12348  -1.42334  1.01798
H  -1.39722  -1.13278  -0.17938
H  -1.40092  -0.27970  1.41904
H  0.35268  0.21864  -1.09288
H  0.86930  0.68347  0.59092
H  -1.57163  1.72573  0.68269
H  -0.16329  2.62504  0.02170
H  -2.01675  1.05628  -1.87610
H  -0.69027  2.16825  -2.23384
H  -2.00671  3.97935  -1.65569
H  -4.16887  1.11193  -1.50162
H  -6.35492  0.42774  -1.04056
H  -4.40677  -0.61189  0.39874
H  -5.77907  -1.05597  1.39409
H  -5.03634  -1.87771  -1.45900
H  -5.56034  -2.86283  -0.10315
H  -6.76993  -1.90895  -1.01471
H  -3.04299  4.83996  0.34532
C  6.40541  -0.26059  1.97413
O  6.76295  -1.31834  1.10359
C  6.24635  -2.58574  1.49634
C  5.18641  -3.06364  0.52191
N  3.97081  -2.26381  0.62839
C  3.00271  -2.50450  -0.43994
C  3.41759  -2.14521  -1.86604
O  3.58142  -0.75518  -2.08976
C  4.85731  -0.23723  -1.75377
H  6.97443  0.61969  1.67761
H  5.33937  -0.02284  1.89694
H  6.65405  -0.50156  3.01157
H  5.86503  -2.56913  2.52151
H  7.08345  -3.28919  1.46616
H  4.94671  -4.10926  0.73648
H  5.61768  -3.00994  -0.48590
H  4.22161  -1.28385  0.61385
H  2.11427  -1.91488  -0.19639
H  2.69909  -3.55590  -0.41025
H  2.59905  -2.45145  -2.52394
H  4.29928  -2.70227  -2.20287
H  5.65327  -0.97035  -1.90401
H  4.87060  0.12650  -0.72308
H  5.05174  0.61776  -2.40291